{"formula": "CH5NOS2", "method": "wB97M-V/def2-TZVPD", "elements": ["C", "N", "O", "S", "S", "H", "H", "H", "H", "H"], "xyz": [[-0.53019, 0.69001, -0.48278], [-0.71135, -0.85985, 1.54912], [2.42380, -0.24825, -0.25125], [-0.03741, 0.52566, 1.19273], [2.33485, 0.07672, -1.89722], [-1.03617, 1.65732, -0.68409], [-0.89604, -0.34396, -0.67510], [0.33433, 0.63672, -1.17540], [-0.61393, -1.29314, 2.46502], [2.96896, 0.50849, 0.19107]], "de_lowest_ev": 4.182, "molar_mass_g_mol": 111.191, "spin_multiplicity": 1, "gap_ev": [9.5, 5.9], "homo_energy_ev": [-9.46, -7.73], "e_tot_ev": -26322.2189}


{"formula": "C5H6O3", "method": "wB97M-V/def2-TZVPD", "elements": ["C", "C", "C", "C", "C", "H", "H", "H", "H", "H", "H", "O", "O", "O"], "xyz": [[0.92926, -0.14086, 0.80389], [-0.57411, 0.13666, 0.78265], [-1.15422, -0.70672, -0.40041], [0.74427, 0.67022, -0.66000], [-0.33065, 1.44934, -0.12315], [1.07764, -1.82828, -0.09535], [1.55373, 0.50462, 1.47130], [-1.29851, 0.05841, 1.63269], [-1.25770, -1.75602, -0.20861], [-2.13389, -0.17393, -0.95449], [1.45304, 1.02055, -1.29853], [1.64355, -1.32435, 0.69514], [-0.02664, -0.49776, -1.35233], [-0.62576, 2.58812, -0.29281]], "de_lowest_ev": 3.703, "molar_mass_g_mol": 114.100, "spin_multiplicity": 1, "gap_ev": 9.9, "homo_energy_ev": -9.57, "e_tot_ev": -11420.7093}


{"formula": "C4H15N2O", "method": "wB97M-V/def2-TZVPD", "elements": ["C", "C", "C", "C", "N", "N", "H", "H", "H", "H", "H", "H", "H", "H", "H", "H", "H", "H", "H", "H", "H", "O"], "xyz": [[-1.15721, -0.76362, 0.06505], [-0.01462, -1.59416, 0.67826], [0.99153, -0.92688, 1.65381], [1.33401, 0.49571, 1.57938], [1.75671, 0.71462, 0.08746], [-0.55316, -0.11648, -1.07875], [-1.33320, -0.02932, 0.78675], [-1.84567, -1.51694, -0.28105], [-0.27468, -2.38232, 1.34241], [0.48259, -2.27748, 0.03916], [1.91303, -1.52307, 1.31308], [1.02672, -1.17779, 2.78810], [0.44711, 1.06486, 1.67182], [2.24128, 0.75111, 2.30886], [2.11959, 1.62996, -0.17399], [2.49340, 0.11552, -0.08125], [0.42308, 0.41412, -0.57987], [-0.43353, -0.74031, -1.86305], [-1.05419, 0.70332, -1.54721], [-3.03451, 1.47191, -2.20413], [-1.95277, 1.88113, -3.10282], [-2.07068, 1.77026, -2.16710]], "de_lowest_ev": 2.362, "molar_mass_g_mol": 107.177, "spin_multiplicity": 1, "gap_ev": 11.4, "charge": 1, "homo_energy_ev": -14.19, "e_tot_ev": -9411.3005}


{"formula": "C5H10NO", "method": "wB97M-V/def2-TZVPD", "elements": ["C", "C", "N", "C", "C", "C", "O", "H", "H", "H", "H", "H", "H", "H", "H", "H", "H"], "xyz": [[0.64515, -2.52829, 0.06336], [-0.17449, -1.45004, 0.18380], [-1.45044, -1.44614, -0.44335], [0.25367, -0.08873, 0.75832], [0.31577, 1.05638, -0.23243], [-0.02843, 2.51178, 0.06994], [0.14568, 3.35567, -0.91714], [0.19777, -3.61959, -0.04375], [1.72994, -2.15803, -0.02449], [-1.57162, -0.51464, -0.82856], [-1.46610, -2.24698, -1.18775], [-0.50067, 0.21259, 1.43521], [1.20248, -0.33404, 1.28139], [-0.21279, 0.77917, -1.12287], [1.37077, 1.06795, -0.60532], [0.66810, 2.88068, 1.04644], [-1.12479, 2.52225, 0.56719]], "de_lowest_ev": 1.750, "molar_mass_g_mol": 100.141, "smiles": "C=C(N)CCC[O-]", "spin_multiplicity": 1, "gap_ev": 6.1, "charge": -1, "homo_energy_ev": -2.40, "e_tot_ev": -8882.3677}


The evaluated strongest force on any atom for the records listed, in turn: 2.625, 5.092, 4.160, 3.301 eV Å⁻¹.